Here is C12H23BO in the gas phase from the OMol25 dataset. Energies are from the ωB97M-V functional and the def2-TZVPD basis.

Geometry (Å):
C 3.355 -0.556 -1.157
C 2.088 0.277 -1.109
B 1.045 -0.101 0.099
C 1.512 -1.012 1.357
C 1.767 -2.457 0.973
C -0.470 0.402 -0.097
C -0.802 1.442 -1.149
C -0.200 2.775 -0.785
C -1.279 0.505 1.175
C -2.793 0.550 0.956
C -3.304 -0.727 0.199
C -2.683 -0.934 -1.230
C -1.176 -1.119 -0.987
O -0.436 -1.952 -1.431
H 4.033 -0.544 -0.337
H 3.015 -1.606 -1.499
H 3.895 -0.265 -2.143
H 2.495 1.284 -0.899
H 1.580 0.053 -2.004
H 0.808 -0.881 2.133
H 2.498 -0.799 1.802
H 1.863 -3.018 1.926
H 0.853 -2.896 0.423
H 2.682 -2.534 0.364
H -0.499 0.949 -2.185
H -1.845 1.605 -1.194
H -0.483 3.558 -1.508
H 0.865 2.559 -0.524
H -0.555 3.209 0.209
H -1.064 1.429 1.776
H -1.081 -0.411 1.763
H -3.032 1.451 0.261
H -3.288 0.568 1.921
H -4.419 -0.639 0.171
H -2.984 -1.601 0.689
H -2.768 0.010 -1.734
H -3.038 -1.805 -1.691

Atomic forces in eV per Å
C -0.44 -1.87 -4.31
C 0.65 -0.56 3.44
B 0.90 0.29 -0.64
C 0.93 1.13 -1.31
C -1.91 -1.49 -0.24
C -0.75 -3.16 -0.91
C 1.21 -1.10 -1.11
C 0.64 0.67 1.41
C -0.78 0.32 0.80
C 0.02 -0.17 -2.32
C -0.48 1.62 -0.89
C 1.52 1.16 2.68
C 1.24 2.49 0.63
O -0.75 0.08 0.20
H 0.30 -0.08 0.68
H 0.88 1.17 1.16
H -0.28 -0.12 1.79
H -0.99 0.17 -0.75
H -0.66 0.81 -1.43
H -0.77 -0.34 1.04
H -0.29 1.01 -0.24
H 0.21 -0.01 -0.70
H 1.65 0.42 0.63
H -0.60 -0.26 0.30
H -0.29 1.69 1.80
H -1.17 -0.08 -0.30
H 0.96 -0.27 0.05
H -0.49 1.03 -1.03
H -0.18 -0.94 -1.08
H 0.39 -0.86 -0.33
H 0.02 0.67 0.13
H -0.04 -1.24 1.68
H -0.26 0.48 -0.04
H 0.85 -0.49 -0.18
H -0.12 -1.15 1.35
H -0.34 -0.05 -0.93
H -0.79 -0.95 -1.05

Properties
Electronic energy: -571.03176 a.u.
Multiplicity: 1
E_LUMO: 0.0237 Ha
Total charge: 0
SMILES: CCB(CC)[C@]1(CC)CCCCC1=O
Molecular weight: 194.13 g mol⁻¹
Max |F|: 4.7 eV Å⁻¹

Löwdin population analysis, charges in e, atoms 1 to 2:
1. C -0.15
2. C -0.19